The following is a DFT calculation (ωB97M-V/def2-TZVPD) of a 11-piece molecular cluster, C33H85N15O11 overall in a non-equilibrium geometry.

Last column: Löwdin charge in e.
Cartesian coordinates (Å):
C  0.7320  -21.6662  17.2446  -0.6168
O  1.4021  -21.8808  18.2593  -0.0142
N  0.3214  -20.4059  16.9174  0.1747
N  0.2477  -22.6390  16.4197  0.1695
H  0.5688  -19.6912  17.5829  0.0771
H  0.1817  -20.1951  15.9468  0.1114
H  0.5828  -23.5797  16.4863  0.0995
H  -0.5348  -22.4141  15.8349  0.1028
C  2.4444  -18.8534  25.6919  -0.6800
O  2.5204  -18.0066  26.5604  0.0209
N  1.9244  -18.6437  24.4318  0.1578
N  2.8760  -20.1461  25.8498  0.1457
H  1.7742  -19.4434  23.8390  0.0480
H  1.4865  -17.7614  24.2497  0.0932
H  3.3258  -20.3246  26.7278  0.0881
H  2.7944  -20.8951  25.1777  0.0353
C  2.3168  -22.3858  22.4854  -0.6194
O  2.4814  -21.6582  23.4660  -0.0067
N  1.9486  -23.6871  22.5570  0.2052
N  2.4427  -21.9279  21.1979  0.1611
H  2.0135  -24.2379  21.7178  0.0647
H  1.7614  -24.0737  23.4730  0.0630
H  2.6198  -20.9426  21.1134  0.0895
H  2.1349  -22.5743  20.4908  0.0494
C  -1.0761  -21.5881  26.3180  -0.6650
O  -2.1150  -21.0695  26.7110  0.0147
N  -0.6454  -22.7522  26.9218  0.1435
N  -0.2756  -21.1435  25.3108  0.1914
H  -0.0492  -23.3609  26.3807  0.0375
H  -1.2746  -23.1895  27.5695  0.0999
H  -0.6529  -20.3327  24.8496  0.0677
H  0.3488  -21.7725  24.8362  0.0731
C  3.6739  -19.0538  18.1042  -0.6584
O  2.6635  -18.5590  17.6172  0.0068
N  3.6867  -20.2730  18.7260  0.1618
N  4.8963  -18.4496  18.0450  0.1625
H  4.5492  -20.7664  18.8750  0.0907
H  2.8044  -20.7736  18.6391  0.0428
H  5.0040  -17.5535  17.6094  0.1047
H  5.6994  -18.8363  18.5020  0.0675
C  2.4951  -24.3098  25.9291  -0.6535
O  1.3926  -24.6448  25.4951  -0.0127
N  3.6781  -24.6373  25.3334  0.1721
N  2.6003  -23.4384  26.9792  0.1744
H  3.6508  -25.4189  24.7032  0.1086
H  4.5510  -24.3577  25.7392  0.1008
H  3.4305  -23.1508  27.4613  0.1013
H  1.7223  -23.3115  27.4605  0.0864
C  -4.0077  -17.8396  22.6729  -0.0130
C  -3.5268  -19.0328  21.7884  -0.4926
C  -3.8617  -18.6183  20.3593  -0.1650
C  -3.1713  -19.5056  19.3236  -0.1617
C  -1.6792  -19.3326  19.5681  -0.1492
C  -1.1981  -19.7314  20.9667  -0.4781
N  -2.0748  -19.1100  21.9634  -0.0988
O  -1.7551  -19.5527  23.2672  -0.0294
C  -1.0795  -21.2738  21.0942  0.0023
C  0.2026  -19.1142  21.1495  -0.0118
C  -4.3413  -20.2765  22.1621  -0.0237
H  -4.7310  -18.1869  23.4154  0.0808
H  -4.4945  -17.0497  22.1020  0.0750
H  -3.2032  -17.3589  23.2279  0.0760
H  -4.9396  -18.4870  20.2016  0.1221
H  -3.6167  -17.5796  20.0870  0.1198
H  -3.4019  -19.1928  18.3054  0.1121
H  -3.4933  -20.5364  19.4973  0.1052
H  -1.4154  -18.2964  19.3318  0.1277
H  -1.0759  -19.8987  18.8488  0.0870
H  -0.7227  -21.4390  22.1121  0.0735
H  -2.0267  -21.7820  20.9357  0.0548
H  -0.2960  -21.5465  20.3851  0.0687
H  0.5905  -18.9189  20.1394  0.0736
H  0.2357  -18.1477  21.6471  0.0889
H  0.9921  -19.7604  21.5407  0.0476
H  -4.2534  -20.4461  23.2384  0.0871
H  -3.9667  -21.1859  21.6914  0.0546
H  -5.3900  -20.0872  21.9417  0.0909
H  -1.6162  -18.7245  23.7425  0.1024
C  7.7236  -20.5932  21.9583  -0.0270
C  6.7607  -19.5020  22.4539  -0.5111
C  5.7682  -20.0339  23.4888  -0.1372
C  6.2483  -20.1036  24.9346  -0.1773
C  6.8982  -18.7804  25.3608  -0.1257
C  7.9666  -18.3366  24.3579  -0.5221
N  7.4031  -18.3154  22.9996  -0.0907
O  8.3789  -17.8104  22.1010  -0.0248
C  8.3472  -16.9083  24.7248  -0.0424
C  9.1892  -19.2561  24.5032  -0.0243
C  5.9274  -19.0950  21.2355  -0.0520
H  8.5874  -20.1809  21.4329  0.0827
H  7.2466  -21.1868  21.1715  0.0793
H  8.0488  -21.2949  22.7264  0.0723
H  4.8678  -19.4108  23.4719  0.1143
H  5.4815  -21.0471  23.1903  0.1204
H  6.9633  -20.9354  24.9550  0.1005
H  5.4418  -20.3861  25.6104  0.0842
H  7.3093  -19.0333  26.3407  0.1229
H  6.1456  -17.9973  25.4649  0.1244
H  7.4821  -16.2424  24.6207  0.0878
H  8.6058  -16.8263  25.7800  0.0883
H  9.0818  -16.4893  24.0391  0.0779
H  9.7266  -19.0274  25.4222  0.0860
H  8.9777  -20.3183  24.4199  0.0604
H  9.8402  -19.0353  23.6502  0.0846
H  5.0880  -19.7507  20.9985  0.0628
H  6.5461  -19.0121  20.3403  0.0639
H  5.4610  -18.1260  21.4404  0.0977
H  7.9911  -16.9817  21.8029  0.1074
C  -1.2553  -26.4185  23.8688  -0.0283
C  -2.2888  -25.6052  23.0581  -0.5032
C  -1.7254  -25.6433  21.6310  -0.1455
C  -2.6961  -25.0886  20.5917  -0.1709
C  -4.0125  -25.8110  20.7534  -0.1498
C  -4.6372  -25.7763  22.1339  -0.5202
N  -3.6046  -26.2092  23.0958  -0.1031
O  -4.1100  -26.3561  24.4016  -0.0048
C  -5.2552  -24.4274  22.4883  -0.0244
C  -5.7546  -26.8344  22.1374  -0.0323
C  -2.1922  -24.1715  23.6329  -0.0155
H  -1.5874  -26.7374  24.8533  0.0848
H  -0.8284  -27.2606  23.3159  0.0783
H  -0.3724  -25.7816  23.9649  0.0540
H  -0.7757  -25.1117  21.6258  0.1066
H  -1.4909  -26.6836  21.3815  0.1169
H  -2.6832  -23.9968  20.6324  0.0921
H  -2.2617  -25.3630  19.6219  0.1091
H  -3.8656  -26.8196  20.3504  0.1262
H  -4.7816  -25.4712  20.0445  0.1235
H  -6.0861  -24.2303  21.7934  0.0912
H  -4.6285  -23.5617  22.2796  0.0562
H  -5.7451  -24.3946  23.4603  0.0885
H  -5.3140  -27.8263  22.0657  0.0898
H  -6.3973  -26.5928  21.2900  0.0833
H  -6.3399  -26.7879  23.0548  0.0801
H  -2.4406  -24.2056  24.6979  0.0875
H  -1.1567  -23.8298  23.6628  0.0649
H  -2.7576  -23.4733  23.0235  0.0586
H  -4.2666  -25.4473  24.7091  0.0881
O  1.7784  -24.5837  19.7099  -0.0463
H  1.5126  -24.1663  18.8812  0.0292
H  1.7179  -25.5324  19.5537  0.0676
O  4.7105  -23.3853  20.0268  -0.0709
H  3.9639  -22.8302  20.3056  -0.0264
H  4.2983  -24.1981  19.7181  0.0163

Properties
electronic energy	-2957.50537	hartree
HOMO-LUMO gap	0.2916	Eh
net charge	0
HOMO energy	-8.3053	eV
SMILES	CC1(C)CCCC(C)(C)N1O.CC1(C)CCCC(C)(C)N1O.CC1(C)CCCC(C)(C)N1O.NC(N)=O.NC(N)=O.NC(N)=O.NC(N)=O.NC(N)=O.NC(N)=O.O.O